Model i:
Computed, not measured: C22H30N2O4 in the gas phase, with ωB97M-V/def2-TZVPD.

Last column: Löwdin charge in e.
CARTESIAN COORDINATES (ANGSTROEM)
O (0.587, -2.356, 1.801)  0.0633
O (6.446, 0.663, -1.759)  -0.2104
O (-1.434, 1.421, 0.727)  0.0348
O (-4.411, -0.095, -0.106)  -0.0303
N (-0.190, 0.897, 0.776)  0.1092
N (1.963, -1.175, 0.462)  -0.0395
C (-7.684, -0.915, -1.382)  -0.0385
C (4.664, -0.161, 0.593)  -0.3379
C (-3.786, 0.781, 0.800)  -0.1149
C (4.199, -1.366, 1.415)  -0.1325
C (-7.965, 0.887, 0.182)  -0.2814
C (-6.319, -0.935, -1.173)  -0.2078
C (-5.771, -0.018, -0.263)  -0.2127
C (7.314, 1.001, -0.699)  -0.2400
C (-1.685, -0.760, 0.954)  0.0808
C (6.522, 1.612, 0.455)  -0.1670
C (2.337, -0.042, -0.349)  -0.1409
C (-0.312, -0.402, 0.903)  -0.1712
C (-8.504, -0.018, -0.715)  -0.0544
C (3.060, -2.090, 0.700)  -0.1304
C (3.460, 0.744, 0.328)  -0.1237
C (-5.415, -1.894, -1.882)  -0.0344
C (5.791, 0.581, 1.317)  -0.1710
C (-8.827, 1.864, 0.924)  -0.0520
C (-6.590, 0.881, 0.401)  0.0171
C (7.115, 0.117, -2.863)  -0.1154
C (-2.337, 0.433, 0.833)  -0.2100
C (0.794, -1.380, 1.096)  -0.3955
H (-3.894, 1.829, 0.487)  0.1455
H (-8.819, 1.640, 1.990)  0.0826
H (-2.093, -1.741, 1.061)  0.1272
H (3.848, -1.029, 2.393)  0.1285
H (-8.118, -1.615, -2.081)  0.1107
H (5.379, 1.088, 2.192)  0.1182
H (3.745, 1.570, -0.322)  0.1145
H (-4.658, -1.351, -2.444)  0.0856
H (7.849, 0.822, -3.274)  0.0878
H (7.637, -0.811, -2.595)  0.0897
H (-5.980, -2.527, -2.561)  0.0769
H (-6.179, 1.594, 1.099)  0.1110
H (-8.456, 2.879, 0.794)  0.0804
H (6.521, -0.150, 1.675)  0.1141
H (7.857, 0.105, -0.358)  0.1272
H (5.814, 2.328, 0.040)  0.1099
H (3.087, 1.154, 1.269)  0.1276
H (3.410, -2.477, -0.264)  0.1326
H (5.024, -2.063, 1.572)  0.1186
H (5.044, -0.515, -0.368)  0.1327
H (6.358, -0.096, -3.615)  0.0884
H (2.693, -0.419, -1.316)  0.1332
H (1.475, 0.603, -0.506)  0.0988
H (-4.212, 0.663, 1.809)  0.1459
H (-9.854, 1.820, 0.571)  0.0732
H (-4.894, -2.521, -1.159)  0.0846
H (-9.569, -0.027, -0.898)  0.1062
H (7.224, 2.159, 1.089)  0.1130
H (2.681, -2.917, 1.304)  0.1196
H (8.061, 1.727, -1.060)  0.1222

Computed properties:
SMILES string   COCCCC1CCN(C(=O)c2cc(COc3cc(C)ccc3C)on2)CC1
Frontier orbital gap   9.263 eV
HOMO energy   -8.5 eV
Charge   0
LUMO   0.80 eV

Model ii:
Computed, not measured: C22H30N2O4 in the gas phase, with ωB97M-V/def2-TZVPD.

Last column: Löwdin charge in e.
CARTESIAN COORDINATES (ANGSTROEM)
O (2.590, -1.197, 2.130)  0.0651
O (-3.417, 0.822, 0.479)  0.0434
O (1.039, -1.519, -2.404)  -0.0841
O (2.386, 0.958, -1.757)  -0.0350
N (-1.902, -0.945, 1.727)  0.1408
N (-1.853, 2.460, 0.492)  0.0852
C (0.334, -0.347, -2.274)  -0.1800
C (-2.546, 3.278, -0.478)  -0.1574
C (-1.713, 0.949, -2.365)  -0.0401
C (-1.355, -3.161, 2.629)  -0.0142
C (-1.039, -0.253, -2.471)  -0.0043
C (-1.021, 2.111, -2.065)  -0.2478
C (0.873, 2.286, 2.737)  -0.0745
C (-0.002, 0.204, 1.680)  -0.0974
C (1.051, 0.826, -1.977)  -0.1907
C (3.939, -0.776, -2.505)  -0.0579
C (-1.354, 0.269, 1.396)  -0.1069
C (1.553, -1.606, 2.616)  -0.3948
C (0.349, 2.027, -1.888)  0.0198
C (-0.980, -1.776, 2.235)  -0.2470
C (1.576, -2.682, 3.680)  -0.0044
C (0.369, -2.757, -2.325)  -0.2327
C (3.203, -0.127, -1.339)  -0.2319
C (-2.282, 1.200, 0.746)  -0.4314
C (0.240, -1.097, 2.220)  -0.0789
C (1.016, 1.291, 1.580)  -0.1831
C (-0.192, -3.033, -0.933)  -0.0541
C (-1.740, 3.403, -1.788)  -0.1184
H (2.009, 0.846, 1.615)  0.0989
H (-2.737, 4.269, -0.055)  0.1180
H (-0.880, 2.671, 0.644)  0.1131
H (3.927, 0.327, -0.655)  0.1253
H (-0.959, -2.306, -0.678)  0.0645
H (-1.307, -3.290, 3.709)  0.0823
H (-2.783, 0.971, -2.504)  0.1207
H (1.345, -3.646, 3.231)  0.0800
H (-1.010, 4.209, -1.696)  0.1094
H (-0.621, -4.031, -0.900)  0.0808
H (-2.881, -1.130, 1.559)  0.1635
H (2.575, -2.735, 4.105)  0.0857
H (4.617, -1.536, -2.128)  0.0767
H (1.072, 1.787, 3.682)  0.0786
H (-3.502, 2.782, -0.659)  0.1158
H (-0.420, -2.830, -3.084)  0.1157
H (4.512, -0.024, -3.044)  0.0759
H (0.606, -2.960, -0.197)  0.0779
H (0.850, -2.475, 4.461)  0.0831
H (-2.372, -3.369, 2.305)  0.0837
H (0.922, 1.806, 0.622)  0.0861
H (1.143, -3.490, -2.567)  0.1270
H (1.587, 3.099, 2.623)  0.0735
H (-2.425, 3.652, -2.600)  0.1168
H (2.622, -0.862, -0.780)  0.1110
H (-1.606, -1.137, -2.715)  0.1109
H (0.929, 2.911, -1.666)  0.1297
H (3.232, -1.236, -3.189)  0.0649
H (-0.132, 2.704, 2.780)  0.0670
H (-0.692, -3.891, 2.170)  0.0762

Computed properties:
SMILES string   CCOc1ccc(CCNC(=O)c2[nH]c(C)c(C(C)=O)c2CC)cc1OCC
Frontier orbital gap   8.577 eV
HOMO energy   -7.9 eV
Charge   0
LUMO   0.68 eV

It comes down to model ii, which is 1.948 eV more stable than the next structure.

Model i:
Computed, not measured: a molecular structure, C3H12BF4LiO3, with ωB97M-V/def2-TZVPD.

Last column: Löwdin charge in e.
CARTESIAN COORDINATES (ANGSTROEM)
F (-0.349, 0.767, -3.477)  0.1166
F (1.085, -0.656, -2.241)  0.0469
F (1.227, 1.558, -1.946)  0.1004
F (1.888, 0.616, -3.912)  0.0992
O (-1.378, 1.033, -0.404)  -0.0230
O (0.662, -1.860, 0.280)  -0.1412
O (1.733, 1.394, 1.184)  -0.1428
C (-0.558, -2.265, 0.985)  -0.0357
C (1.569, 0.536, 2.328)  -0.1213
C (-2.805, 0.853, -0.438)  -0.0592
B (0.914, 0.602, -2.898)  -1.2631
Li (0.635, 0.233, -0.282)  0.7344
H (2.189, -0.386, 2.149)  0.1049
H (1.303, -2.506, 0.270)  0.0462
H (-1.151, 1.747, -0.677)  -0.0829
H (-0.352, -2.361, 2.038)  0.0988
H (-3.234, -0.123, -0.383)  0.0813
H (-0.686, -3.190, 0.671)  0.0382
H (2.036, 0.934, 3.160)  0.0630
H (-1.218, -1.708, 0.448)  0.0557
H (2.393, 2.078, 1.429)  0.1147
H (-3.292, 1.337, 0.418)  0.0994
H (0.637, 0.260, 2.570)  0.0389
H (-3.240, 1.114, -1.266)  0.0310

Computed properties:
Frontier orbital gap   10.986 eV
HOMO energy   -11.0 eV
Charge   0
LUMO   -0.03 eV

Model ii:
Computed, not measured: a molecular structure, C3H12BF4LiO3, with ωB97M-V/def2-TZVPD.

Last column: Löwdin charge in e.
CARTESIAN COORDINATES (ANGSTROEM)
F (12.870, 36.003, 43.450)  0.1136
F (11.749, 34.198, 42.775)  0.1843
F (11.438, 36.152, 41.736)  0.1002
F (13.353, 35.088, 41.431)  0.0878
O (15.724, 33.702, 43.366)  -0.1872
O (14.423, 35.122, 46.346)  -0.1257
O (15.882, 37.258, 43.938)  -0.1397
C (15.895, 32.824, 44.452)  -0.1329
C (16.495, 37.010, 42.733)  -0.1431
C (13.820, 36.408, 46.798)  0.0067
B (12.352, 35.322, 42.386)  -1.4137
Li (14.948, 35.457, 44.328)  0.7248
H (16.450, 33.444, 42.716)  0.1406
H (16.946, 33.111, 44.742)  0.1071
H (13.742, 36.294, 47.852)  0.1034
H (14.268, 34.432, 46.906)  0.0243
H (15.914, 37.080, 41.859)  0.1045
H (17.136, 37.712, 42.738)  0.0270
H (15.901, 31.969, 43.926)  0.0427
H (17.021, 36.106, 42.798)  0.0773
H (14.249, 36.993, 46.325)  -0.0510
H (12.815, 36.526, 46.532)  0.0899
H (15.144, 32.892, 45.333)  0.1169
H (15.399, 38.108, 43.749)  0.1423

Computed properties:
Frontier orbital gap   10.187 eV
HOMO energy   -10.4 eV
Charge   0
LUMO   -0.19 eV

It comes down to model i, which is 1.103 eV more stable than the next structure.

Model i:
Computed, not measured: 2 unconnected molecules or ions with the total composition C4H12NO, with ωB97M-V/def2-TZVPD.

Last column: Löwdin charge in e.
CARTESIAN COORDINATES (ANGSTROEM)
O (-2.612, -1.860, -0.390)  -0.0266
N (-0.156, -0.561, -0.189)  0.0692
C (0.278, 0.540, -1.154)  -0.0213
C (1.242, 0.957, 0.997)  -0.0561
C (0.057, 0.026, 1.163)  -0.0503
C (1.474, 1.142, -0.428)  -0.0474
H (1.510, 2.232, -0.765)  0.2417
H (-3.305, -1.782, 0.287)  0.0939
H (1.174, 1.922, 1.545)  0.2082
H (0.146, -0.731, 1.936)  0.1675
H (-2.723, -2.692, -0.866)  0.0895
H (-0.598, 1.194, -1.267)  0.1815
H (-1.150, -0.894, -0.294)  0.1273
H (2.436, 0.874, -0.944)  0.2350
H (2.123, 0.376, 1.453)  0.2542
H (0.391, -1.405, -0.373)  0.1987
H (-0.821, 0.653, 1.350)  0.1784
H (0.535, 0.009, -2.061)  0.1567

Computed properties:
Frontier orbital gap (spin up / spin down)   12.154 / 4.105 eV
HOMO energy (spin up / spin down)   -19.6 / -19.6 eV
Charge   +2
Multiplicity   2
LUMO (spin up / spin down)   -7.48 / -15.52 eV

Model ii:
Computed, not measured: 2 unconnected molecules or ions with the total composition C4H12NO, with ωB97M-V/def2-TZVPD.

Last column: Löwdin charge in e.
CARTESIAN COORDINATES (ANGSTROEM)
O (-0.884, -2.585, -1.546)  -0.0137
N (-1.611, -0.153, -0.939)  0.2155
C (-0.248, 0.316, -0.664)  0.1133
C (0.018, 1.100, 0.442)  0.0953
C (1.643, 0.935, 2.286)  -0.0267
C (1.397, 1.343, 0.817)  -0.1745
H (2.737, 0.743, 2.385)  0.1257
H (2.084, 0.917, 0.103)  0.1333
H (0.525, -0.203, -1.222)  0.1675
H (1.279, 1.640, 3.037)  0.1090
H (-0.755, 1.339, 1.191)  0.1748
H (1.396, -0.102, 2.539)  0.0977
H (-2.204, 0.293, -0.217)  0.1887
H (1.640, 2.452, 0.715)  0.2130
H (-0.670, -3.007, -2.408)  0.1265
H (-2.000, 0.166, -1.850)  0.2124
H (-1.603, -1.232, -1.094)  0.1343
H (-1.118, -3.363, -1.017)  0.1078

Computed properties:
Frontier orbital gap (spin up / spin down)   10.870 / 6.635 eV
HOMO energy (spin up / spin down)   -20.3 / -20.2 eV
Charge   +2
Multiplicity   2
LUMO (spin up / spin down)   -9.45 / -13.57 eV

It comes down to model ii, which is 0.682 eV more stable than the next structure.

Model i:
Computed, not measured: a gas-phase ion, C7H15N4 (charge +1), with ωB97M-V/def2-TZVPD.

Last column: Löwdin charge in e.
CARTESIAN COORDINATES (ANGSTROEM)
N (0.037, -0.465, -0.921)  -0.1746
N (-0.797, 0.147, 2.062)  -0.1711
N (-0.859, -2.234, 2.120)  0.2506
N (-1.008, 0.949, 3.148)  0.1350
C (0.295, -0.449, -2.376)  -0.1904
C (-0.852, -1.097, 2.186)  -0.3488
C (-1.321, -0.123, -0.408)  -0.1016
C (1.461, 0.453, -2.831)  -0.0592
C (1.015, -1.008, -0.037)  -0.2232
C (1.454, 0.013, 0.906)  0.2810
C (-1.363, 0.794, 0.855)  -0.1073
H (-0.593, -0.058, -2.803)  0.1012
H (1.271, 0.983, 0.539)  0.0974
H (-1.784, 0.559, -1.084)  0.1158
H (0.633, -1.821, 0.619)  0.1224
H (-0.917, 1.790, 0.622)  0.1429
H (1.129, 1.496, -2.864)  0.0823
H (-0.553, 0.816, 4.006)  0.1053
H (1.873, -1.253, -0.682)  0.1595
H (1.682, 0.395, -3.848)  0.0561
H (0.574, -1.547, -2.572)  0.1547
H (-1.761, -1.178, -0.182)  0.1643
H (1.732, -0.325, 1.827)  0.0783
H (-2.434, 1.034, 0.939)  0.1404
H (2.294, 0.229, -2.126)  0.0799
H (-1.210, 1.902, 2.905)  0.1091

Computed properties:
Frontier orbital gap (spin up / spin down)   6.609 / 6.478 eV
HOMO energy (spin up / spin down)   -12.7 / -12.6 eV
Charge   +1
LUMO (spin up / spin down)   -6.06 / -6.14 eV

Model ii:
Computed, not measured: 2 unconnected molecules or ions with the total composition C7H15N4, with ωB97M-V/def2-TZVPD.

Last column: Löwdin charge in e.
CARTESIAN COORDINATES (ANGSTROEM)
N (-0.023, 1.708, 1.764)  -0.1190
N (-0.705, -0.622, -1.496)  -0.0225
N (0.587, -0.401, -1.705)  0.0879
N (-0.632, -1.904, 0.489)  -0.0600
C (0.798, -2.166, 0.864)  -0.0480
C (-0.418, 0.039, -3.548)  0.0257
C (-1.319, -0.308, -2.578)  -0.0522
C (-1.067, 2.141, 2.314)  -0.0334
C (-1.086, -0.685, -0.003)  -0.1187
C (1.297, 2.012, 2.253)  -0.1320
C (0.833, -0.120, -2.892)  -0.0495
H (1.295, -1.188, 1.178)  0.1048
H (1.405, 2.886, 3.001)  0.1148
H (1.668, 1.054, 2.731)  0.0996
H (1.328, -0.549, -0.942)  0.2184
H (1.792, 0.081, -3.282)  0.1404
H (-0.488, 0.053, 0.383)  0.0534
H (-1.981, 1.740, 1.975)  0.0508
H (-2.361, -0.500, -2.778)  0.1528
H (-1.094, 2.853, 3.141)  0.0873
H (-0.448, 0.248, -4.613)  0.1237
H (-2.146, -0.702, 0.098)  0.1404
H (-1.328, -2.566, 0.227)  0.1169
H (1.485, -2.630, 0.241)  0.0549
H (1.847, 2.184, 1.430)  0.0181
H (0.759, -2.657, 1.747)  0.0453

Computed properties:
Frontier orbital gap   10.067 eV
HOMO energy   -12.8 eV
Charge   +1
LUMO   -2.73 eV

It comes down to model ii, which is 3.362 eV more stable than the next structure.